Run a
The following is a DFT calculation (wB97M-V/def2-TZVPD) of a structure of composition C2H11N5O.

Element x y z (Å)
C1 0.717 -1.872 0.077
N1 0.543 0.408 1.103
C2 0.545 -0.368 -0.145
N2 -0.161 -0.153 2.205
O1 1.322 0.165 -1.030
H1 1.475 0.771 1.278
H2 -0.604 0.591 2.732
H3 0.451 -0.677 2.823
H4 -0.034 -2.275 0.760
H5 1.715 -2.050 0.480
H6 0.647 -2.379 -0.885
N3 -1.216 1.676 -0.916
N4 -1.084 -0.133 -0.628
N5 -0.362 2.002 -1.868
H7 -0.711 1.785 -0.025
H8 -0.774 1.957 -2.794
H9 -1.278 -0.588 -1.514
H10 -1.760 -0.372 0.095
H11 0.569 1.513 -1.747

Output
charge = 0
spin multiplicity = 1
HOMO-LUMO gap = 9.38 eV

***

Run b
The following is a DFT calculation (wB97M-V/def2-TZVPD) of a cluster of 3 separate species, C2H11N5O in total.

Element x y z (Å)
C1 0.982 2.068 -0.290
N1 2.147 -1.142 0.107
O1 2.647 -0.050 -0.415
H1 1.803 -1.801 -0.599
H2 2.630 -1.498 0.936
H3 1.879 2.671 -0.302
H4 0.110 2.575 0.104
H5 0.816 1.604 -1.252
N2 -0.487 -0.878 0.637
C2 -1.644 -0.417 0.029
N3 0.421 -0.146 1.332
N4 -2.121 -1.289 -0.938
N5 -2.116 0.721 0.347
H6 -0.084 -1.751 0.299
H7 0.998 1.116 0.547
H8 -0.088 0.637 1.742
H9 -3.058 -1.122 -1.267
H10 -1.880 -2.264 -0.856
H11 -2.957 0.967 -0.163

Output
charge = 0
spin multiplicity = 1
HOMO-LUMO gap (alpha / beta) = 8.50 / 8.15 eV

***

Relative calculated energies, zero for the most stable structure, unit kcal/mol: run a 0.0; run b 52.2.

***

Run a
The following is a DFT calculation (wB97M-V/def2-TZVPD) of the ion C2H6N3OS with charge +1.

Element x y z (Å)
C1 0.766 0.319 0.011
C2 2.135 0.067 0.556
N1 -3.815 -0.064 -0.495
N2 -0.234 -0.527 0.536
N3 0.443 0.906 -1.042
O1 -1.489 -0.455 -0.102
S1 -2.784 0.198 0.509
H1 2.476 -1.043 0.639
H2 2.083 0.512 1.634
H3 3.036 0.589 0.072
H4 -3.836 -0.495 -1.401
H5 0.097 -1.525 0.559
H6 1.122 1.518 -1.477

Output
charge = +1
spin multiplicity = 1
HOMO-LUMO gap = 7.00 eV

***

Run b
The following is a DFT calculation (wB97M-V/def2-TZVPD) of the ion C2H6N3OS with charge +1.

Element x y z (Å)
C1 -0.744 0.232 -0.159
C2 -2.072 -0.256 -0.014
N1 2.460 -0.726 0.965
N2 0.893 -0.720 -1.016
N3 -0.086 1.313 0.112
O1 1.220 1.493 -0.181
S1 2.276 -0.032 -0.369
H1 -2.407 -0.635 -1.089
H2 -2.837 0.472 0.250
H3 -2.066 -1.212 0.516
H4 3.142 -0.407 1.532
H5 0.587 -1.747 -0.859
H6 -0.366 2.226 0.312

Output
charge = +1
spin multiplicity = 1
HOMO-LUMO gap = 8.91 eV

***

Run c
The following is a DFT calculation (wB97M-V/def2-TZVPD) of a cluster of 2 separate species, C2H6N3OS in total.

Element x y z (Å)
C1 0.577 0.167 -0.081
C2 -1.884 0.326 -0.094
N1 1.177 0.776 -1.080
N2 -2.064 1.150 0.868
N3 1.011 -0.953 0.469
O1 2.059 -1.819 -0.212
S1 -2.287 -0.856 -1.045
H1 0.807 1.669 -1.447
H2 2.149 0.440 -1.181
H3 -1.345 1.932 1.081
H4 -3.024 1.158 1.203
H5 0.574 -1.420 1.254
H6 2.249 -2.570 0.264

Output
charge = +1
spin multiplicity = 1
HOMO-LUMO gap (alpha / beta) = 7.75 / 7.75 eV

***

Relative calculated energies, zero for the most stable structure, unit kcal/mol: run a 16.3; run b 62.1; run c 0.0.